No. 1
The following is a DFT calculation (ωB97M-V/def2-TZVPD) of one molecule with the formula C3H3NO2.

## Properties
- Structure (SMILES): Oc1ccon1
- 2S+1: 1
- Orbital gap: 9.98 eV

Positions of all 9 atoms, in Å:
1 O 2.05007 0.14827 0.21240
2 C 0.75009 -0.05118 0.06480
3 C -0.35372 0.67878 0.47523
4 C -1.39460 0.04776 -0.11492
5 O -1.11169 -1.19396 -0.43102
6 N 0.31730 -1.01143 -0.71187
7 H 2.49124 -0.58605 -0.25271
8 H -0.44194 1.45063 1.17583
9 H -2.30675 0.51719 -0.41773

=====

No. 2
The following is a DFT calculation (ωB97M-V/def2-TZVPD) of one molecule with the formula C3H3NO2.

## Properties
- Structure (SMILES): N#C[C@@H](O)C=O
- 2S+1: 1
- Orbital gap: 11.00 eV

Positions of all 9 atoms, in Å:
1 N -1.41663 1.90345 -0.77876
2 C -0.66005 1.03450 -0.66867
3 C -0.11986 -0.26367 -0.23237
4 O 0.94610 -0.89402 -0.87660
5 C 0.35142 -0.11231 1.24161
6 O -0.20236 0.58044 2.04671
7 H -1.08296 -0.79064 -0.38380
8 H 0.90159 -0.79847 -1.83368
9 H 1.28277 -0.65927 1.48556

=====

No. 3
The following is a DFT calculation (ωB97M-V/def2-TZVPD) of one molecule with the formula C3H3NO2.

## Properties
- Structure (SMILES): O=C/C=N\C=O
- 2S+1: 1
- Orbital gap: 9.38 eV

Positions of all 9 atoms, in Å:
1 O 0.28794 -2.01529 1.19669
2 C 0.48810 -1.17025 0.36231
3 C 0.59749 0.28460 0.76600
4 N 0.02689 1.26211 0.18125
5 C -0.84344 0.92937 -0.88032
6 O -1.52939 -0.06584 -0.90672
7 H 0.64863 -1.40560 -0.70554
8 H 1.20234 0.48364 1.65323
9 H -0.87857 1.69727 -1.66690

=====

No. 4
The following is a DFT calculation (ωB97M-V/def2-TZVPD) of one molecule with the formula C3H3NO2.

## Properties
- Structure (SMILES): N#C[C@@H](O)C=O
- 2S+1: 1
- Orbital gap: 10.87 eV

Positions of all 9 atoms, in Å:
1 N 2.24667 -0.48660 -1.18918
2 C 1.35481 -0.18998 -0.51473
3 C 0.23995 0.20475 0.37271
4 O -0.19682 1.52510 0.14642
5 C -0.96302 -0.73899 0.23254
6 O -1.11162 -1.49713 -0.68914
7 H 0.59280 0.18631 1.40879
8 H -0.43124 1.60644 -0.78967
9 H -1.73153 -0.60990 1.02226

=====

No. 5
The following is a DFT calculation (ωB97M-V/def2-TZVPD) of a 2-piece molecular cluster, C3H3NO2 overall.

## Properties
- Structure (SMILES): O=C=NO.C#C
- 2S+1: 1
- Orbital gap: 9.85 eV

Positions of all 9 atoms, in Å:
1 O 2.31348 0.08057 1.34776
2 C 1.57274 -0.24018 0.50784
3 N 0.81311 -0.38430 -0.41458
4 O 0.76679 -1.33305 -1.44958
5 H 0.01409 -1.06287 -2.02712
6 C -1.61591 0.67853 1.05941
7 C -1.18364 0.70709 -0.05487
8 H -1.37002 0.60010 2.06402
9 H -1.31065 0.95411 -1.03288

=====

No. 6
The following is a DFT calculation (ωB97M-V/def2-TZVPD) of C3H3NO2 as an isolated structure.

## Properties
- 2S+1: 1
- Orbital gap: 12.00 eV

Positions of all 9 atoms, in Å:
1 O -0.79770 -0.41250 1.78802
2 C -0.94552 0.55451 1.10276
3 O -0.19244 0.87081 0.01641
4 C 0.74102 -0.06947 -0.39660
5 C -0.11862 -1.35338 -1.21527
6 N 0.34997 -0.68231 -2.08525
7 H -1.69323 1.34353 1.24912
8 H 1.56268 0.45643 -0.87069
9 H 1.09385 -0.70763 0.41148

=====

No. 7
The following is a DFT calculation (ωB97M-V/def2-TZVPD) of a 2-piece molecular cluster, C3H3NO2 overall.

## Properties
- Structure (SMILES): C=C=O.N=C=O
- 2S+1: 1
- Orbital gap: 9.31 eV

Positions of all 9 atoms, in Å:
1 C 0.67406 -0.49944 0.91774
2 C 1.71906 -0.15598 1.66935
3 O 2.60545 -0.11337 2.41754
4 H 1.01505 -0.53231 -0.11145
5 H -0.33754 -0.75792 1.03379
6 N -2.04643 0.35529 -1.33350
7 C -0.92575 0.51891 -1.65501
8 O 0.21519 0.22114 -1.68820
9 H -2.91909 0.96368 -1.25025

=====

No. 8
The following is a DFT calculation (ωB97M-V/def2-TZVPD) of one molecule with the formula C3H3NO2.

## Properties
- 2S+1: 3
- Orbital gap (spin up / spin down): 7.27 / 7.29 eV
- Expectation value of S²: 2.008

Positions of all 9 atoms, in Å:
1 C -0.04084 -0.01881 0.03779
2 C -1.87359 0.04803 -0.00356
3 C 1.42411 0.00045 0.01521
4 N -0.81708 -0.83594 -0.51324
5 O -3.06994 0.02428 -0.03034
6 O -0.93783 0.99666 0.48331
7 H 1.86609 0.87349 0.33993
8 H 1.75307 -0.35286 -1.03221
9 H 1.69603 -0.73529 0.70311

=====

No. 9
The following is a DFT calculation (ωB97M-V/def2-TZVPD) of a 2-piece molecular cluster, C3H3NO2S overall.

## Properties
- 2S+1: 1
- Orbital gap: 9.54 eV

Positions of all 10 atoms, in Å:
1 C 0.88352 -1.73248 -0.38099
2 C -0.44007 1.36233 0.50630
3 C 0.81322 1.66953 0.21507
4 N -0.08735 -2.37373 -0.13517
5 O 1.96242 -1.29486 -0.41508
6 O -2.57500 -0.08481 -0.04982
7 S -2.06607 1.13411 0.55146
8 H 1.65681 1.42280 0.75689
9 H 0.85770 2.03173 -0.76949
10 H -1.00518 -2.13462 -0.27917

=====

No. 10
The following is a DFT calculation (ωB97M-V/def2-TZVPD) of one molecule with the formula C3H3NO2S.

## Properties
- Structure (SMILES): O=C/C(O)=N\C=S
- 2S+1: 1
- Orbital gap: 7.39 eV

Positions of all 10 atoms, in Å:
1 O 1.91376 1.44402 0.16317
2 C 0.83164 1.03763 -0.16744
3 C 0.47582 -0.39237 0.22328
4 O 1.58790 -0.91287 0.74721
5 N -0.58809 -1.10210 0.08537
6 C -1.78463 -0.74357 -0.28580
7 S -2.65150 0.63608 0.20550
8 H 0.46188 1.68389 -0.95008
9 H 2.17357 -0.18701 0.84824
10 H -2.42036 -1.46370 -0.86945

=====

No. 11
The following is a DFT calculation (ωB97M-V/def2-TZVPD) of one molecule with the formula C3H3NO2S.

## Properties
- Structure (SMILES): O=C1CNC(=S)O1
- 2S+1: 1
- Orbital gap: 8.38 eV

Positions of all 10 atoms, in Å:
1 O -1.85298 -1.65540 -0.08764
2 C -0.97283 -0.91990 0.07140
3 C -0.86931 0.65221 0.06431
4 N 0.58637 0.72633 -0.25709
5 C 1.22546 -0.43943 -0.20347
6 S 2.93201 -0.83769 0.02478
7 O 0.42942 -1.40484 -0.11902
8 H -0.95997 1.07536 1.26402
9 H -1.67288 1.19535 -0.58045
10 H 1.15471 1.60802 -0.17685

=====

No. 12
The following is a DFT calculation (ωB97M-V/def2-TZVPD) of one molecule with the formula C3H3NO2S.

## Properties
- 2S+1: 1
- Orbital gap: 7.92 eV

Positions of all 10 atoms, in Å:
1 C 0.87317 0.64593 0.08861
2 C -0.51455 0.88742 -0.29633
3 C 1.64853 -1.68409 -0.01152
4 N 1.28634 -0.56637 0.05523
5 O -1.09612 0.02317 -1.16082
6 O -3.01968 0.42405 0.58911
7 S -1.77727 -0.29159 0.41906
8 H 1.44458 1.37586 0.72160
9 H -0.80982 1.85572 -0.34712
10 H 1.96482 -2.67010 -0.05783

=====

No. 13
The following is a DFT calculation (ωB97M-V/def2-TZVPD) of one molecule with the formula C3H3NO2S2.

## Properties
- Structure (SMILES): O=C=N[C@H](S)C(=O)S
- 2S+1: 1
- Orbital gap: 9.94 eV

Positions of all 11 atoms, in Å:
1 O 4.66565 0.45903 0.09352
2 C 3.54390 0.27365 0.23057
3 N 2.44992 -0.06548 0.52367
4 C 1.12631 -0.19406 0.23622
5 S 0.78874 -1.57189 -0.87728
6 C 0.54306 1.00420 -0.51425
7 O 1.23871 1.83763 -1.01521
8 S -1.25690 1.22172 -0.17824
9 H 0.56161 -0.55484 1.15920
10 H 1.82536 -2.25531 -0.42524
11 H -1.23176 2.46145 -0.59640

=====

No. 14
The following is a DFT calculation (ωB97M-V/def2-TZVPD) of one molecule with the formula C3H3NO2S2.

## Properties
- Structure (SMILES): O=C[C@@H]1SNC(=O)S1
- 2S+1: 1
- Orbital gap: 8.87 eV

Positions of all 11 atoms, in Å:
1 O 1.71074 0.50673 -0.31225
2 C 0.77150 0.87282 -1.02110
3 C -0.68086 0.32198 -0.95930
4 S -1.42411 0.83928 0.55198
5 N -0.28080 -0.13186 1.25856
6 C 0.07124 -1.29584 0.84078
7 O 0.79497 -2.00718 1.51706
8 S -0.32127 -1.56170 -0.93270
9 H 0.65071 1.81184 -1.64282
10 H -1.28398 0.68788 -1.70453
11 H -0.00814 -0.04397 2.40432

=====

No. 15
The following is a DFT calculation (ωB97M-V/def2-TZVPD) of one molecule with the formula C3H3NO2S2.

## Properties
- Structure (SMILES): O=CN(C=O)SC=S
- 2S+1: 1
- Orbital gap: 8.82 eV

Positions of all 11 atoms, in Å:
1 O -0.29717 2.18313 -0.93176
2 C -0.87186 1.14305 -0.75508
3 N -0.58651 0.30560 0.36191
4 C -1.21859 -0.95836 0.40176
5 O -2.16755 -1.27850 -0.28610
6 S 0.76494 0.50641 1.36107
7 C 1.99647 -0.16751 0.36349
8 S 1.80477 -0.67405 -1.11952
9 H -1.59193 0.64664 -1.44220
10 H -0.78234 -1.57800 1.16026
11 H 2.94977 -0.12841 0.88618

=====

No. 16
The following is a DFT calculation (ωB97M-V/def2-TZVPD) of C3H3NO3 as an isolated structure.

## Properties
- 2S+1: 1
- Orbital gap: 8.98 eV

Positions of all 10 atoms, in Å:
1 C 1.22116 -0.54079 -0.59538
2 C -0.58083 0.06660 0.49922
3 C -0.01128 -1.26252 -0.30513
4 N 0.07863 0.97965 -0.16036
5 O 2.31898 -0.51855 -0.93355
6 O -1.33966 0.24239 1.45273
7 O -0.02326 2.31645 0.22745
8 H -0.92935 -1.46887 -1.04649
9 H 0.18645 -2.25464 0.15147
10 H -0.92083 2.44026 0.71003

=====

No. 17
The following is a DFT calculation (ωB97M-V/def2-TZVPD) of one molecule with the formula C3H3NO3.

## Properties
- 2S+1: 1
- Orbital gap: 9.63 eV

Positions of all 10 atoms, in Å:
1 N -0.12388 -0.57487 0.79713
2 C 0.30834 0.08617 -0.22249
3 O -0.51099 1.01616 -0.54922
4 C -1.59054 0.49452 0.67172
5 O -1.83004 1.22094 1.57137
6 C 1.58291 -0.17907 -0.99604
7 O 1.87373 0.44997 -1.97547
8 H 0.32425 -1.37624 1.22153
9 H -2.25370 -0.14290 0.08038
10 H 2.21992 -0.99467 -0.59890

=====

No. 18
The following is a DFT calculation (ωB97M-V/def2-TZVPD) of a 2-piece molecular cluster, C3H3NO3 overall.

## Properties
- 2S+1: 1
- Orbital gap: 8.66 eV

Positions of all 10 atoms, in Å:
1 C -0.76206 -0.66562 0.80606
2 C -0.46665 0.75272 0.80040
3 C -0.65218 -0.14576 -0.49375
4 N 1.37251 -0.24238 -0.99901
5 O 2.03924 0.21235 -0.14599
6 O -1.17828 -1.56906 1.42356
7 O 1.53027 -0.81795 -2.01853
8 H -1.22655 1.58152 1.01505
9 H 0.60198 0.84440 0.88678
10 H -1.25827 0.04978 -1.27459

=====

No. 19
The following is a DFT calculation (ωB97M-V/def2-TZVPD) of C3H3NO3 as an isolated structure.

## Properties
- 2S+1: 1
- Orbital gap: 11.38 eV

Positions of all 10 atoms, in Å:
1 C 2.32161 0.98360 -0.44144
2 C 2.68552 -0.73268 0.44910
3 C -0.03090 0.04573 0.07500
4 N 1.43921 0.05053 0.00687
5 O 2.33831 2.07743 -0.86074
6 O 2.79496 -1.81299 0.79878
7 O 3.52221 0.21106 -0.00762
8 H -0.16424 -0.64261 0.92878
9 H -0.38034 1.05479 0.03579
10 H -0.34912 -0.48226 -0.79571

=====

No. 20
The following is a DFT calculation (ωB97M-V/def2-TZVPD) of one molecule with the formula C3H3NO3.

## Properties
- Structure (SMILES): O=c1[nH]cc(O)o1
- 2S+1: 1
- Orbital gap: 9.08 eV

Positions of all 10 atoms, in Å:
1 O 2.25193 -0.72854 -0.00869
2 C 1.18258 -0.19734 0.01216
3 N 0.83250 1.11785 -0.05546
4 C -0.57702 1.22679 0.01294
5 C -1.06246 -0.00966 -0.01993
6 O -2.37240 -0.44176 0.01541
7 O -0.02270 -0.89257 0.00615
8 H 1.56762 1.83366 0.33397
9 H -1.18317 2.15634 -0.09110
10 H -2.32520 -1.43082 0.01136